Entry from OMol25: a cluster of 2 separate species, C20H20BF3O3 in total (ωB97M-V/def2-TZVPD).

```
! RIJCOSX wB97M-V def2-TZVPD def2/J DEFGRID3
* xyz 0 1
C 1.902 -3.396 -3.065
C 2.301 -2.607 -1.912
C 3.317 -1.687 -1.772
C 3.238 -1.216 -0.436
C 2.171 -1.861 0.172
B 1.545 -1.768 1.696
F 2.623 -0.992 2.182
F 0.336 -1.093 1.382
F 1.490 -3.129 1.982
O 1.620 -2.722 -0.733
H 2.593 -3.159 -3.874
H 1.964 -4.471 -2.863
H 0.888 -3.148 -3.399
H 4.019 -1.386 -2.533
H 3.897 -0.478 0.007
C 1.136 -7.304 6.844
O 0.058 -6.547 6.251
C 0.321 -5.306 5.765
C -0.745 -4.652 5.089
C -0.513 -3.462 4.440
C 0.754 -2.833 4.475
C 0.939 -1.564 3.783
C 1.494 -0.423 4.475
C 1.375 0.862 3.880
C 1.995 1.963 4.407
C 2.833 1.819 5.551
O 3.639 2.868 5.850
C 4.691 2.688 6.823
C 2.836 0.590 6.248
C 2.143 -0.491 5.731
C 1.792 -3.477 5.178
C 1.586 -4.676 5.840
H 0.704 -8.291 7.017
H 2.004 -7.384 6.168
H 1.447 -6.854 7.800
H -1.730 -5.121 5.082
H -1.320 -2.960 3.902
H 0.103 -1.295 3.142
H 0.785 0.964 2.971
H 1.917 2.945 3.938
H 5.223 3.639 6.809
H 4.274 2.501 7.824
H 5.372 1.869 6.542
H 3.393 0.481 7.184
H 2.107 -1.409 6.315
H 2.779 -3.015 5.206
H 2.398 -5.133 6.411
*
```

The calculation puts the gap between HOMO and LUMO at 0.1372 Ha. The relative energy (zero: lowest compared OMol25 entry of this formula, charge and spin) is 0.0 kcal/mol. For the HOMO energy, the calculation gives -0.2276 hartree. Its total energy is -36034.8538 eV.

Entry from OMol25: a structure of composition C4H9IO2 (ωB97M-V/def2-TZVPD).

```
! RIJCOSX wB97M-V def2-TZVPD def2/J DEFGRID3
* xyz 0 1
C -2.251 -0.774 0.837
C 1.846 1.249 -1.209
C -1.022 0.076 0.901
C 1.226 -0.004 -0.614
O 1.708 -0.543 0.497
O -0.464 0.480 -0.284
I 0.925 -1.499 -2.201
H -2.074 -1.383 -0.059
H -2.256 -1.361 1.728
H -3.134 -0.113 0.774
H 0.893 1.608 -1.778
H 2.776 1.051 -1.696
H 1.904 2.018 -0.391
H -0.313 -0.347 1.572
H -1.339 1.125 1.269
H 1.575 -1.582 0.656
*
```

The calculation puts the gap between HOMO and LUMO at 0.3306 Ha. The relative energy (zero: lowest compared OMol25 entry of this formula, charge and spin) is 40.7 kcal/mol. For the HOMO energy, the calculation gives -0.3251 hartree. Its total energy is -16487.0327 eV.

Entry from OMol25: the molecule C6H10 (ωB97M-V/def2-TZVPD).

```
! RIJCOSX wB97M-V def2-TZVPD def2/J DEFGRID3
* xyz 0 1
C 0.658 0.026 1.601
C 0.430 -0.598 0.245
C -0.561 -1.812 -0.005
C -1.198 -0.533 -0.244
C -0.266 0.218 -1.028
C -0.410 1.726 -1.064
H -0.289 0.164 2.125
H 1.139 1.003 1.478
H 1.320 -0.605 2.202
H 1.367 -0.897 -0.223
H 0.256 -0.189 -1.912
H -0.149 -2.447 -0.801
H -0.915 -2.384 0.856
H -0.235 2.094 -2.080
H -1.428 1.980 -0.757
H 0.282 2.252 -0.393
*
```

The calculation puts the gap between HOMO and LUMO at 0.3197 Ha. The relative energy (zero: lowest compared OMol25 entry of this formula, charge and spin) is 87.1 kcal/mol. For the HOMO energy, the calculation gives -0.2830 hartree. Its total energy is -6380.0839 eV.

Entry from OMol25: a cluster of 12 separate species, C4H34N2O11S in total (ωB97M-V/def2-TZVPD).

```
! RIJCOSX wB97M-V def2-TZVPD def2/J DEFGRID3
* xyz 0 1
N 1.408 -1.511 1.294
C 0.346 -0.866 0.330
C 0.769 0.483 -0.096
N -0.310 1.472 -0.041
C -0.348 2.278 -1.307
C -1.748 2.714 -1.381
S -2.687 3.250 -2.880
H 1.800 -0.818 2.061
H 1.386 -2.325 1.794
H -0.091 -1.718 -0.343
H -0.594 -0.748 0.998
H 1.606 0.797 0.434
H 1.307 0.373 -1.090
H -1.141 0.943 0.151
H 0.293 3.129 -1.314
H 0.079 1.752 -2.093
H -1.862 3.444 -0.625
H -2.407 1.770 -1.081
H -2.118 2.401 -3.767
O -3.826 -3.040 -0.454
H -3.049 -2.526 -0.087
H -4.348 -2.980 0.326
O -1.977 0.736 3.817
H -2.491 1.445 3.359
H -1.838 -0.050 3.196
O 3.538 -1.321 -0.164
H 2.785 -1.868 0.277
H 3.211 -0.458 -0.001
O 2.740 -0.720 -2.529
H 3.503 -0.999 -2.865
H 2.194 -1.419 -2.083
O 1.326 1.252 -3.470
H 2.018 1.888 -3.369
H 1.711 0.457 -3.112
O -2.656 -2.183 2.013
H -2.003 -2.731 2.478
H -2.115 -1.527 1.550
O -1.080 -3.647 1.198
H -1.693 -4.246 1.760
H -0.534 -4.379 0.771
O 2.552 2.929 -1.422
H 1.894 2.174 -1.123
H 3.295 2.449 -1.922
O 0.970 1.297 3.222
H 0.266 1.848 2.982
H 1.214 1.621 4.131
O 0.765 3.926 2.039
H 1.629 3.733 1.570
H 0.184 3.283 1.870
O -1.005 -3.866 -1.814
H -1.375 -4.640 -1.820
H -1.491 -3.256 -1.371
*
```

The calculation puts the gap between HOMO and LUMO at 0.3140 Ha. The relative energy (zero: lowest compared OMol25 entry of this formula, charge and spin) is 185.5 kcal/mol. For the HOMO energy, the calculation gives -0.3266 hartree. Its total energy is -41032.1552 eV. Its structure (SMILES) is NCCNCCS.O.O.O.O.O.O.O.O.O.O.O.